[1]
{"formula": "C24H45I2N2O10P", "method": "ωB97M-V/def2-TZVPD", "e_homo_ev": -8.42, "energy_ha": -2740.10063, "max_force_ev_per_a": 2.0, "smiles": "CCC[C@]1(I)[C@@](N)(CC(=O)I)OC(=O)[C@@]1(CCCCCOCC)[PH2]=N.CCOC(=O)OC.CCOC(=O)OC", "e_above_lowest_kj_mol": 0.0, "species": ["C", "C", "C", "C", "I", "C", "N", "C", "C", "O", "I", "O", "C", "O", "C", "C", "C", "C", "C", "C", "O", "C", "C", "P", "N", "H", "H", "H", "H", "H", "H", "H", "H", "H", "H", "H", "H", "H", "H", "H", "H", "H", "H", "H", "H", "H", "H", "H", "H", "H", "H", "H", "H", "H", "C", "C", "O", "C", "O", "O", "C", "H", "H", "H", "H", "H", "H", "H", "H", "C", "C", "O", "C", "O", "O", "C", "H", "H", "H", "H", "H", "H", "H", "H"], "coordinates": [[3.5375, 6.9209, 2.1410], [2.1320, 6.4289, 1.7637], [1.9158, 4.9146, 1.9756], [1.5701, 4.0710, 0.7304], [3.3099, 4.3017, -0.5394], [0.1684, 4.4991, 0.0688], [-0.4546, 5.5290, 0.8922], [0.1548, 4.8934, -1.4063], [0.2990, 3.8756, -2.5246], [1.1646, 3.8355, -3.2943], [-1.3523, 2.4726, -2.6637], [-0.6840, 3.3607, 0.2584], [-0.2137, 2.6862, 1.3587], [-0.9370, 2.2652, 2.1874], [1.2724, 2.5706, 1.1307], [2.1138, 1.9463, 2.2563], [1.5696, 0.6013, 2.8116], [2.5922, -0.5554, 2.8204], [3.0780, -0.9229, 4.2266], [3.8187, -2.2480, 4.2884], [4.7880, -2.2823, 3.2571], [5.5076, -3.5060, 3.2244], [6.5707, -3.4279, 2.1323], [1.2718, 1.3199, -0.3096], [1.7200, 1.8008, -1.7143], [4.2381, 6.8394, 1.3026], [3.5116, 7.9731, 2.4485], [3.9423, 6.3405, 2.9780], [1.3920, 6.9650, 2.3713], [1.9298, 6.7082, 0.7177], [2.8455, 4.5086, 2.3846], [1.1261, 4.7491, 2.7168], [-1.4518, 5.5077, 0.6860], [-0.1148, 6.4582, 0.6614], [0.9479, 5.6371, -1.5718], [-0.8209, 5.3710, -1.5699], [3.1277, 1.7877, 1.8581], [2.2193, 2.6594, 3.0720], [1.2201, 0.7778, 3.8366], [0.6732, 0.2951, 2.2626], [3.4651, -0.2959, 2.2094], [2.1540, -1.4498, 2.3521], [2.2145, -0.9883, 4.9032], [3.7289, -0.1254, 4.6123], [3.1129, -3.0906, 4.1743], [4.3216, -2.3642, 5.2627], [4.8023, -4.3340, 3.0422], [5.9642, -3.6834, 4.2134], [6.6860, -4.3914, 1.6252], [7.5478, -3.1352, 2.5294], [6.2690, -2.6860, 1.3871], [-0.0657, 0.8932, -0.2402], [1.9522, 0.2360, 0.2663], [2.5365, 1.3298, -2.0836], [-3.8655, -0.9834, -4.3541], [-5.0206, -1.0527, -3.3805], [-4.5680, -1.1969, -2.0198], [-4.1023, -0.0851, -1.4483], [-4.0692, 1.0100, -1.9496], [-3.6741, -0.3963, -0.2247], [-3.0936, 0.7018, 0.4932], [-3.2235, -1.8586, -4.2448], [-4.2488, -0.9636, -5.3747], [-3.2699, -0.0864, -4.1917], [-5.6227, -1.9437, -3.5526], [-5.6625, -0.1750, -3.4490], [-3.7843, 1.5403, 0.5464], [-2.1828, 1.0283, -0.0033], [-2.8690, 0.3289, 1.4867], [-4.0777, -8.8838, -4.1909], [-4.1280, -7.6041, -4.9947], [-4.9577, -6.6081, -4.3689], [-4.3984, -5.9619, -3.3447], [-3.2739, -6.1145, -2.9387], [-5.2986, -5.1176, -2.8434], [-4.8421, -4.3576, -1.7159], [-5.0850, -9.2645, -4.0192], [-3.5122, -9.6382, -4.7389], [-3.5929, -8.7206, -3.2297], [-4.5980, -7.7667, -5.9628], [-3.1326, -7.1897, -5.1516], [-3.9232, -3.8278, -1.9534], [-4.6789, -5.0101, -0.8596], [-5.6326, -3.6462, -1.5012]], "forces_ev_per_angstrom": [[0.006, 0.100, -0.013], [-0.123, 0.190, -0.043], [0.101, -0.232, 0.018], [-0.198, -0.395, -0.063], [0.149, 0.031, 0.013], [0.305, -0.205, 0.148], [-0.204, 0.075, -0.232], [-0.153, 0.525, -0.257], [-0.974, -0.317, 1.166], [1.052, 0.589, -1.593], [-0.334, 0.205, -0.325], [-0.036, 0.552, 0.346], [0.444, 0.486, -0.727], [-0.509, -0.672, 0.867], [0.277, 0.145, 0.056], [0.058, 0.070, -0.006], [-0.018, 0.075, 0.061], [0.030, -0.142, -0.058], [-0.016, 0.127, 0.087], [0.127, -0.026, -0.064], [0.064, -0.072, 0.077], [-0.038, 0.005, 0.105], [0.011, -0.044, 0.005], [0.273, -0.055, -0.063], [0.043, -0.802, 0.550], [-0.135, -0.107, 0.176], [0.010, -0.182, -0.077], [-0.054, 0.126, -0.094], [0.131, -0.124, -0.117], [0.114, -0.057, 0.233], [-0.156, -0.028, -0.033], [0.090, 0.050, -0.052], [0.131, 0.014, 0.065], [0.012, -0.141, 0.045], [-0.249, -0.116, 0.057], [0.189, -0.077, -0.062], [-0.178, 0.111, 0.055], [-0.042, -0.017, 0.007], [-0.022, -0.047, -0.222], [0.125, 0.058, 0.063], [-0.153, -0.103, 0.056], [0.053, 0.163, 0.126], [0.159, 0.011, -0.065], [-0.131, -0.103, -0.066], [0.111, 0.130, -0.056], [-0.158, -0.014, -0.082], [0.108, 0.140, -0.028], [-0.066, -0.017, -0.190], [0.009, 0.144, 0.112], [-0.195, 0.019, -0.057], [0.001, -0.136, 0.082], [0.002, -0.058, 0.009], [0.057, -0.027, 0.092], [0.055, 0.256, -0.049], [0.046, -0.017, 0.065], [-0.093, -0.030, -0.095], [0.052, 0.098, 0.067], [0.053, -0.150, 0.039], [-0.109, -0.073, 0.025], [-0.083, 0.030, -0.108], [0.025, 0.029, 0.061], [-0.008, -0.004, -0.019], [-0.001, 0.003, -0.003], [-0.009, 0.009, -0.015], [0.000, 0.005, 0.017], [0.044, 0.024, 0.006], [-0.013, -0.001, -0.002], [-0.051, 0.038, -0.018], [-0.011, -0.028, -0.011], [-0.052, 0.024, 0.058], [0.057, -0.021, -0.118], [-0.006, 0.043, 0.084], [0.006, -0.063, 0.039], [-0.064, 0.033, -0.034], [0.020, -0.011, -0.056], [-0.008, 0.037, 0.039], [0.009, -0.015, -0.016], [0.003, -0.004, -0.004], [0.013, 0.007, -0.017], [-0.005, 0.010, 0.011], [0.001, -0.002, 0.041], [0.002, -0.014, 0.006], [0.027, -0.024, -0.025], [0.003, -0.014, -0.001]], "mulliken_charge": [-1.360, -0.511, -0.964, -0.137, 0.152, 1.064, -0.539, -0.993, -0.025, -0.430, 0.073, -0.244, -1.231, -0.569, 2.085, -0.963, -0.662, -0.837, -0.777, -0.789, -0.213, -0.288, -1.050, 0.211, -0.539, 0.260, 0.399, 0.346, 0.414, 0.204, 0.598, 0.316, 0.364, 0.275, 0.303, 0.578, 0.490, 0.466, 0.575, 0.308, 0.349, 0.400, 0.355, 0.254, 0.381, 0.398, 0.307, 0.269, 0.319, 0.277, 0.282, -0.031, -0.078, 0.243, -0.984, -0.269, -0.343, 0.712, -0.583, -0.409, -0.050, 0.275, 0.380, 0.186, 0.322, 0.365, 0.280, -0.297, 0.323, -1.085, -0.190, -0.367, 0.774, -0.558, -0.360, -0.589, 0.291, 0.352, 0.314, 0.284, 0.314, 0.277, 0.399, 0.149]}

***

[2]
{"formula": "C24H46BBeCl2N4O4Si", "method": "ωB97M-V/def2-TZVPD", "e_homo_ev": -5.51, "energy_ha": -2711.85567, "max_force_ev_per_a": 2.2, "charge": -1, "e_above_lowest_kj_mol": 0.0, "species": ["C", "C", "H", "H", "H", "C", "C", "H", "H", "H", "H", "Be", "Cl", "C", "O", "N", "C", "C", "H", "H", "H", "H", "H", "H", "H", "H", "H", "C", "C", "N", "H", "C", "O", "H", "H", "H", "H", "H", "H", "C", "C", "N", "H", "C", "O", "H", "H", "H", "H", "O", "C", "C", "C", "H", "C", "H", "C", "H", "C", "C", "H", "H", "H", "Si", "Cl", "C", "C", "C", "H", "H", "H", "H", "H", "H", "H", "H", "H", "B", "C", "N", "H", "H", "H"], "coordinates": [[-1.2659, -0.5642, -3.2005], [-0.8655, -1.8967, -2.6545], [-0.9393, -0.4310, -4.2370], [-0.8246, 0.2447, -2.5911], [-2.3579, -0.4233, -3.1659], [-0.3620, -2.9048, -3.3812], [-0.2303, -2.9144, -4.8653], [-0.0272, -3.8163, -2.8811], [-0.4745, -1.9478, -5.3150], [-0.8919, -3.6634, -5.3190], [0.7897, -3.1882, -5.1617], [0.0254, 0.1742, 0.1023], [-0.0956, 1.8758, -0.9681], [-0.0604, -2.3687, 2.5275], [0.7836, -1.5035, 2.2938], [0.1913, -3.4939, 3.2548], [1.5139, -3.6933, 3.8203], [-0.8412, -4.4555, 3.5944], [-1.1110, -2.2960, 2.1595], [2.1259, -2.8211, 3.5770], [1.9786, -4.5961, 3.4031], [1.4430, -3.8120, 4.9082], [-1.7800, -4.1507, 3.1166], [-0.9747, -4.4997, 4.6855], [-0.5656, -5.4548, 3.2319], [1.0042, 3.0171, 5.5508], [-1.0782, 4.2522, 4.7245], [1.3895, 3.0712, 4.5256], [-0.6269, 4.2598, 3.7238], [0.2885, 3.1448, 3.5863], [1.9958, 2.1891, 4.3077], [0.1634, 2.2163, 2.6021], [0.8934, 1.2263, 2.4994], [-1.4075, 4.1619, 2.9612], [-0.6542, 2.4199, 1.8788], [2.0069, 3.9747, 4.4503], [-0.0925, 5.2097, 3.5896], [1.7000, -0.2318, -3.0507], [2.6141, -2.6937, -2.6147], [2.5127, 0.1215, -2.3992], [3.4164, -2.1456, -2.0894], [2.8937, -0.9346, -1.4766], [2.1675, 0.9979, -1.8456], [2.7164, -0.8051, -0.1421], [2.0291, 0.0971, 0.3711], [3.8474, -2.7919, -1.3155], [3.2345, -1.5964, 0.4529], [3.3801, 0.3769, -3.0253], [4.1897, -1.8808, -2.8268], [0.0531, -1.2426, -0.5900], [-0.9422, -2.0085, -1.1336], [0.3610, -4.0535, -0.2654], [-0.8502, -3.4362, -0.5825], [1.2902, -3.4899, -0.3936], [0.3644, -5.3725, 0.2152], [-1.9418, -1.6292, -0.8416], [-2.0490, -4.1258, -0.3975], [1.3119, -5.8403, 0.4871], [-0.8336, -6.0818, 0.3476], [-2.0429, -5.4523, 0.0416], [-2.9803, -3.6017, -0.6258], [-0.8278, -7.1127, 0.7124], [-2.9885, -5.9826, 0.1550], [-0.1561, 6.5509, -2.5496], [-0.4411, 5.7174, -4.4288], [1.6850, 6.4410, -2.2214], [-1.2150, 5.5185, -1.4088], [-0.7122, 8.3439, -2.6297], [2.0229, 5.3987, -2.2878], [1.9322, 6.8282, -1.2241], [2.2403, 7.0259, -2.9673], [-0.1139, 8.9039, -3.3611], [-0.5992, 8.8276, -1.6493], [-1.7657, 8.4134, -2.9309], [-0.9002, 4.4643, -1.4288], [-2.2646, 5.5654, -1.7310], [-1.1548, 5.8827, -0.3743], [-3.8327, 0.0413, 2.3812], [-2.4926, 0.1030, 1.5887], [-1.4877, 0.1933, 1.0017], [-4.6428, 0.6716, 1.7307], [-3.6129, 0.5959, 3.4406], [-4.1816, -1.1132, 2.5483]], "forces_ev_per_angstrom": [[-0.075, 0.366, 0.002], [0.382, -0.972, -0.001], [-0.122, 0.065, 0.195], [-0.209, -0.400, -0.278], [0.223, -0.076, 0.023], [-0.306, 0.339, 0.240], [0.171, -0.053, -0.440], [-0.224, 0.183, -0.024], [0.094, -0.217, 0.021], [0.047, 0.054, 0.059], [-0.056, 0.065, -0.064], [-0.112, -1.056, -0.085], [0.123, 0.559, 0.047], [0.715, 1.030, -0.321], [-1.105, -1.405, 0.355], [0.059, -0.043, 0.203], [-0.226, -0.020, -0.148], [0.183, 0.243, -0.172], [0.463, -0.042, 0.182], [-0.140, -0.154, 0.058], [-0.029, 0.070, 0.044], [0.049, 0.034, -0.074], [0.190, -0.122, 0.142], [-0.069, 0.005, -0.187], [-0.105, 0.142, 0.043], [0.071, -0.074, -0.050], [-0.051, 0.038, -0.185], [-0.165, 0.056, 0.016], [0.210, -0.318, -0.179], [0.088, 0.206, 0.138], [-0.188, 0.145, -0.016], [0.793, -1.315, -0.267], [-1.141, 1.693, 0.077], [0.105, 0.117, 0.228], [0.230, -0.024, 0.346], [0.013, -0.076, -0.016], [-0.142, -0.040, -0.008], [0.105, 0.155, 0.175], [0.190, 0.194, 0.227], [-0.312, -0.128, -0.084], [-0.055, 0.171, 0.159], [0.524, -0.051, 0.239], [0.039, -0.261, -0.102], [-1.304, 0.798, -0.167], [1.271, -1.128, -0.563], [-0.071, 0.084, -0.188], [-0.378, 0.398, -0.161], [-0.117, -0.052, 0.116], [-0.116, -0.123, 0.228], [0.649, 0.782, 0.068], [0.024, 0.148, 0.312], [-0.151, -0.294, 0.089], [-0.421, 0.218, -0.349], [-0.350, -0.159, 0.127], [-0.071, 0.334, -0.168], [0.017, -0.101, -0.006], [0.262, -0.416, -0.010], [-0.221, 0.051, -0.093], [0.019, 0.147, 0.036], [0.007, 0.187, 0.013], [0.191, -0.263, 0.098], [0.011, 0.324, -0.124], [0.225, 0.054, 0.020], [-0.043, -0.150, 0.305], [-0.023, 0.042, -0.342], [-0.016, 0.011, 0.000], [0.093, 0.106, -0.006], [0.005, 0.003, -0.062], [-0.103, 0.204, 0.076], [-0.021, -0.092, -0.160], [-0.128, -0.098, 0.156], [-0.112, -0.116, 0.162], [-0.028, -0.096, -0.186], [0.209, -0.027, 0.090], [-0.055, 0.261, 0.053], [0.227, 0.006, 0.077], [-0.020, -0.105, -0.149], [-0.362, 0.105, 0.216], [1.847, 0.095, -1.157], [-1.176, -0.189, 1.091], [-0.064, -0.046, 0.025], [-0.041, -0.010, 0.075], [0.093, 0.025, -0.058]], "mulliken_charge": [-1.214, 0.449, 0.364, -0.229, 0.270, 0.171, -1.546, 0.406, 0.360, 0.299, 0.287, 0.283, -0.568, 0.300, -0.594, 0.426, -0.972, -1.020, 0.006, 0.237, 0.264, 0.326, 0.260, 0.328, 0.339, 0.318, 0.311, -0.956, -0.947, 0.230, 0.231, 0.447, -0.704, 0.241, 0.067, 0.304, 0.314, 0.158, 0.138, -0.968, -0.788, 0.393, 0.157, -0.041, -0.462, 0.298, 0.243, 0.442, 0.326, -0.011, -0.165, 0.540, 0.037, 0.046, -0.630, 0.456, -0.216, 0.384, -0.558, -0.732, 0.416, 0.379, 0.353, 0.507, -0.347, -0.902, -0.401, -0.928, 0.268, 0.315, 0.263, 0.255, 0.322, 0.252, -0.072, 0.282, 0.261, 0.580, 0.395, -0.810, -0.161, -0.171, -0.196]}